Record 1
DFT (ωB97M-V with the def2-TZVPD basis set) results for a cluster of 2 separate species, C9H15NO in total.

Structure (XYZ):
```
26
Properties=species:S:1:pos:R:3:forces:R:3
H -0.118227 -2.277486 5.675373 0.0 -0.2 -0.4
H 1.023913 1.183323 1.528928 -0.1 -0.5 -0.2
C 0.302364 -2.345270 0.065617 0.0 0.0 0.0
H 1.227685 0.777850 -0.932599 -0.1 -0.4 0.3
H 0.709654 -4.171947 3.599190 0.1 0.0 0.5
H -1.746140 -4.119380 5.380311 0.1 0.1 -0.2
H 0.658549 -4.582447 5.338419 -0.1 0.2 -0.2
H 2.964977 -3.918011 4.670542 -0.3 0.3 0.1
C 0.450264 -0.847370 1.953956 0.0 0.4 0.7
H -0.103941 -2.932724 2.111340 0.1 0.4 -0.4
C 0.674571 -1.311338 -0.791856 0.0 -0.1 -0.3
H -2.316181 -2.501775 4.862883 0.3 -0.4 -0.1
H 2.285724 -2.716364 5.812448 0.0 -0.1 -0.3
C 0.933726 -0.044239 -0.266728 0.0 0.2 0.0
C 0.189380 -2.117157 1.437228 -0.1 -0.3 0.0
H 2.350788 -2.349747 4.060107 0.0 -0.3 0.3
C 2.185797 -3.148570 4.802588 0.2 0.1 -0.1
H 0.763019 -1.492654 -1.871160 0.0 0.1 0.5
H 0.087317 -1.377423 3.770588 0.0 -0.1 0.2
C 0.823293 0.192106 1.101329 0.1 0.2 -0.2
O 0.357577 -0.556582 3.291699 0.1 0.0 -1.1
H 0.095388 -3.347176 -0.333072 0.1 0.5 0.2
C -1.573727 -3.294127 4.669080 -0.4 0.2 -0.2
C 0.802072 -3.752885 4.619626 0.3 -0.3 -0.2
N -0.229989 -2.728882 4.758569 -0.1 -0.1 0.8
H -1.724818 -3.674941 3.644991 0.0 0.1 0.4
```
Forces are in eV/Å.

Results
**SMILES**: Oc1ccccc1.CCNC
**Total charge**: 0
**LUMO energy**: 0.850 eV
**Relative energy (zero: lowest compared OMol25 entry of this formula, charge and spin)**: 10.6 kcal per mole
**M**: 153.2 u
**2S+1**: 1
**HOMO**: -8.13 eV

Record 2
DFT (ωB97M-V with the def2-TZVPD basis set) results for a cluster of 2 separate species, C4H10NO in total.

Structure (XYZ):
```
16
Properties=species:S:1:pos:R:3:forces:R:3
H 1.526755 -0.771240 0.883574 -0.2 0.0 0.2
H -1.242986 -0.529863 -1.803240 0.1 -0.5 -0.2
C 1.038595 0.073526 1.397908 0.3 1.1 0.2
H 2.046594 2.722158 1.055453 -0.3 -0.4 0.7
C 0.731779 1.103076 0.381843 0.0 -2.2 -0.4
H 0.170139 -0.266183 1.996545 0.3 0.0 -0.2
H 0.135123 1.194217 -1.643880 -0.2 0.5 0.4
H -2.696954 -2.875855 -1.587330 -0.2 -0.3 0.1
N 0.051989 0.657604 -0.773839 -0.4 0.2 -0.8
H -0.679830 -1.154723 -0.084932 -0.3 -0.1 -0.3
H -2.574755 -3.052544 -0.054182 -0.3 -0.4 0.1
C 1.291926 2.373181 0.358047 1.1 1.5 -0.5
H 1.765297 0.568108 2.046809 -0.2 -0.5 0.4
O -2.126848 -2.711820 -0.828812 0.4 0.7 -0.1
H 1.224171 3.104979 -0.444041 -0.7 -0.3 -0.3
C -0.660998 -0.434628 -0.899928 0.6 0.6 1.0
```
Forces are in eV/Å.

Results
**Total charge**: +2
**LUMO energy (spin up / spin down)**: -11.381 / -14.079 eV
**Relative energy (zero: lowest compared OMol25 entry of this formula, charge and spin)**: 37.2 kcal per mole
**M**: 88.1 u
**Expectation value of S²**: 0.754
**2S+1**: 2
**HOMO (spin up / spin down)**: -18.83 / -18.81 eV

Record 3
DFT (ωB97M-V with the def2-TZVPD basis set) results for the ion CH3ClO2PS with charge -1.

Structure (XYZ):
```
9
Properties=species:S:1:pos:R:3:forces:R:3
Cl -0.012941 0.270622 3.883306 0.6 -1.1 1.3
H -0.508047 0.848538 -0.789045 0.7 -0.4 -0.5
S 0.985350 1.387398 0.991438 0.5 0.2 -0.2
O -2.137154 0.507138 1.635538 5.4 3.0 2.4
H 0.928003 -0.456929 -0.640757 -1.1 1.2 0.3
P -0.553692 1.464077 2.405525 -6.6 -1.2 -3.1
O -0.744502 2.839786 2.934181 0.4 -0.5 -0.2
C 0.174743 0.253956 -0.171474 0.6 -0.2 -0.2
H -0.514322 -0.233009 0.484197 -0.6 -1.0 0.2
```
Forces are in eV/Å.

Results
**SMILES**: CS[P@@](=O)([O-])Cl
**Total charge**: -1
**LUMO energy**: 3.328 eV
**Relative energy (zero: lowest compared OMol25 entry of this formula, charge and spin)**: 68.9 kcal per mole
**M**: 145.5 u
**2S+1**: 1
**HOMO**: -4.36 eV

Record 4
DFT (ωB97M-V with the def2-TZVPD basis set) results for a structure of composition F6KP.

Structure (XYZ):
```
8
Properties=species:S:1:pos:R:3:forces:R:3
F 10.051950 18.893270 21.491350 0.6 0.9 -0.8
F 11.487640 21.465590 22.808450 1.1 1.0 0.3
F 12.254340 19.679240 21.540940 -0.2 -0.8 0.8
K 10.139160 18.997540 16.859180 0.1 0.1 0.5
F 10.864310 21.150450 20.718450 -0.7 -0.6 -1.6
F 10.836540 19.526690 23.521870 0.1 -0.7 -0.6
F 9.353820 20.926730 22.332220 0.0 -0.8 0.1
P 10.821670 20.238450 22.062660 -0.9 0.9 1.3
```
Forces are in eV/Å.

Results
**Total charge**: 0
**LUMO energy**: -2.304 eV
**Relative energy (zero: lowest compared OMol25 entry of this formula, charge and spin)**: 48.2 kcal per mole
**M**: 184.1 u
**2S+1**: 1
**HOMO**: -10.48 eV

Record 5
DFT (ωB97M-V with the def2-TZVPD basis set) results for the molecule C3H2Cl2S.

Structure (XYZ):
```
8
Properties=species:S:1:pos:R:3:forces:R:3
C 0.178081 -0.376357 -0.121160 1.3 0.7 1.9
C 0.599671 0.189763 1.050805 -0.1 -1.7 -2.4
C -1.016182 0.165351 -0.736973 -0.5 -0.6 -1.6
H -0.107876 0.831492 1.475474 -0.4 1.1 1.2
Cl 1.218077 -1.479979 -0.916733 -0.2 0.0 -0.4
H -1.857854 0.411329 -0.085950 0.4 0.3 0.1
S -1.168971 0.312200 -2.355637 -0.1 0.0 0.9
Cl 2.155055 -0.053800 1.690172 -0.3 0.2 0.3
```
Forces are in eV/Å.

Results
**SMILES**: S=C/C(Cl)=C/Cl
**Total charge**: 0
**LUMO energy**: -1.076 eV
**Relative energy (zero: lowest compared OMol25 entry of this formula, charge and spin)**: 2.2 kcal per mole
**M**: 141.0 u
**2S+1**: 1
**HOMO**: -9.10 eV

Record 6
DFT (ωB97M-V with the def2-TZVPD basis set) results for the molecule C7H14.

Structure (XYZ):
```
21
Properties=species:S:1:pos:R:3:forces:R:3
C 0.107943 -2.030065 0.538225 0.0 0.0 0.0
H 0.967365 -2.540330 0.086754 -0.1 0.1 0.0
H -1.305651 -1.290736 -0.960924 0.1 0.1 0.1
C -0.551669 0.503485 0.056865 0.0 0.1 0.1
H 0.070843 0.378382 -2.042119 0.0 -0.1 0.1
C 0.398017 0.093725 -1.041650 0.0 0.1 -0.1
C 0.001165 0.967322 1.388754 0.1 0.0 0.0
H 2.313140 1.108940 -0.980576 -0.1 -0.1 0.0
H 0.913971 0.445801 1.689963 -0.2 0.1 -0.1
H -1.676211 2.336809 -0.230414 0.0 -0.2 0.0
H -2.659071 0.951696 0.280694 0.1 0.1 -0.1
H 0.243270 2.035074 1.328084 0.0 -0.1 0.0
H -0.654197 -2.790588 0.739779 0.1 0.1 0.0
H 2.217812 -0.299040 0.083634 0.0 0.0 -0.1
C -1.808026 1.252950 -0.343655 0.0 0.0 -0.1
H 0.430166 -1.637634 1.508311 0.0 -0.1 -0.2
C 1.900677 0.097780 -0.884975 0.0 0.0 0.1
C -0.463486 -0.947790 -0.360898 -0.1 -0.1 0.0
H -0.737722 0.837226 2.189963 0.1 0.0 -0.1
H 2.362924 -0.527474 -1.657162 0.0 0.1 0.1
H -2.071258 1.054468 -1.388654 0.0 0.0 0.2
```
Forces are in eV/Å.

Results
**SMILES**: C[C@@H]1[C@H](C)C1(C)C
**Total charge**: 0
**LUMO energy**: 1.056 eV
**Relative energy (zero: lowest compared OMol25 entry of this formula, charge and spin)**: 17.2 kcal per mole
**M**: 98.2 u
**2S+1**: 1
**HOMO**: -9.48 eV

Record 7
DFT (ωB97M-V with the def2-TZVPD basis set) results for a cluster of 2 separate species, C3HCl3F2 in total.

Structure (XYZ):
```
9
Properties=species:S:1:pos:R:3:forces:R:3
F 0.650220 1.174350 -0.928791 0.3 -0.7 0.3
H 2.369327 0.432499 -0.025551 -1.1 0.1 0.5
C 1.306078 0.205831 -0.239538 0.5 -0.9 -1.2
Cl -2.445538 2.113217 -0.340753 -0.1 -0.3 -0.1
Cl -2.065253 -0.385025 0.855652 -0.4 -1.2 -0.3
C 0.868996 -1.073113 -0.259419 0.4 1.4 0.4
C -2.065916 1.244292 1.085075 0.1 1.6 0.5
F -0.197656 -1.481130 -0.937285 0.3 0.0 0.3
Cl 1.579746 -2.230924 0.790606 -0.1 -0.1 -0.4
```
Forces are in eV/Å.

Results
**Total charge**: 0
**LUMO energy**: -0.817 eV
**Relative energy (zero: lowest compared OMol25 entry of this formula, charge and spin)**: 80.9 kcal per mole
**M**: 181.4 u
**2S+1**: 1
**HOMO**: -9.34 eV

Record 8
DFT (ωB97M-V with the def2-TZVPD basis set) results for a structure of composition C23H47As3FP2Ru.

Structure (XYZ):
```
77
Properties=species:S:1:pos:R:3:forces:R:3
H 4.404965 2.909865 0.732562 0.0 0.0 0.0
H -2.492508 -3.850278 3.203331 0.0 0.0 0.0
C 1.773368 -1.239927 -2.474078 0.0 0.0 0.0
H 0.487785 -3.517802 0.991742 -0.1 -0.1 0.0
C 3.969117 2.044926 0.231030 0.0 0.0 0.0
H -1.020353 -4.507802 2.482412 0.0 0.0 0.0
H 0.946812 2.014826 3.621720 0.0 0.0 0.0
H 3.027553 2.855575 -4.516134 0.0 0.0 0.0
H -0.083646 3.114496 -1.834096 0.0 0.0 0.0
H -0.212752 4.867677 -1.533052 0.0 0.0 0.0
C -0.856996 3.368147 1.733944 -0.1 0.0 -0.2
P -2.318983 -3.182946 0.944693 0.0 -0.2 -0.1
H -3.411697 -1.629270 3.242778 0.1 0.1 0.0
C -1.016556 -3.223104 -2.570805 0.1 0.0 -0.1
H 3.435447 4.455509 -0.857881 0.0 0.0 0.0
H 4.727814 1.632420 -0.436634 0.0 0.0 0.0
C 0.080492 -3.421177 -0.007489 0.1 0.4 0.0
C -2.889682 -4.744808 0.237669 0.0 0.0 0.1
H -3.192014 1.533723 3.559476 0.0 0.0 0.0
C 1.663648 2.987806 0.446424 -0.1 0.0 -0.1
C 0.069532 -4.059895 -2.287666 -0.1 0.0 0.0
H 4.179394 -0.944944 -0.587325 0.0 0.0 0.0
H -3.603100 -5.213059 0.916691 0.0 0.0 0.0
H 2.173225 1.190743 2.653102 0.0 0.0 0.0
H 1.520460 -4.772005 -0.885551 0.0 0.0 0.0
H 0.919407 -0.909155 -3.062769 0.0 0.0 0.0
P -2.375681 0.046117 1.810966 -0.4 0.1 -0.2
C 3.112602 3.617835 -1.482537 0.0 0.0 0.0
H -2.823690 1.957342 0.347910 0.0 0.0 0.0
C -1.560897 -2.499346 -1.549719 -0.1 0.3 0.3
H 1.804020 -2.320584 -2.432894 0.0 0.0 0.0
C 1.989190 3.077674 -4.269734 0.0 0.0 0.0
H -2.423491 -1.870510 -1.747363 -0.1 -0.1 0.0
H -1.072889 -2.801258 2.993926 0.0 0.0 0.0
H 2.148037 3.327748 1.364913 0.0 0.1 0.0
C -3.393727 1.106066 0.714462 0.0 0.1 0.1
H 3.999269 3.322111 -2.053078 0.0 0.0 0.0
H 0.721328 0.316597 3.167919 0.0 0.0 0.0
As 1.940281 4.452983 -2.864911 0.0 0.0 0.0
H 3.511068 -0.960120 1.060065 0.0 0.0 0.0
H -3.378020 -4.576986 -0.722148 0.0 0.0 0.0
H 3.751446 1.295929 0.995801 0.0 0.0 0.0
C -3.671990 -1.173901 2.285953 0.0 0.1 0.0
H -3.700260 0.522321 -0.155803 0.0 0.0 0.0
H -2.277226 0.173262 4.213888 0.0 0.0 0.0
C 0.656923 -4.137741 -1.036498 0.1 0.1 0.0
H -1.416238 1.530561 3.522914 0.0 0.0 0.0
C 3.333793 -1.249862 0.027394 0.0 0.0 0.0
H -0.249717 3.954169 2.422783 0.0 0.0 0.0
H -2.047989 -5.422120 0.092397 0.0 0.0 0.0
C 1.102869 1.281630 2.829542 0.0 0.2 0.0
H -4.443565 -3.093369 1.706062 -0.2 0.1 -0.1
H 1.523173 3.504511 -5.157007 0.0 0.0 0.0
Ru -0.467973 -0.502077 0.662089 0.6 0.9 -0.7
H 1.151406 3.852132 0.028799 -0.1 -0.1 0.0
F 0.558822 -4.788876 -3.265835 0.0 0.0 0.0
C 0.093075 4.107466 -2.252020 0.0 0.0 0.0
H -4.291116 1.471121 1.217820 0.0 0.0 0.0
H -1.082320 3.978348 0.859020 0.0 0.0 0.0
C 2.216078 1.302366 -1.406578 0.0 0.0 0.1
H 1.313761 1.592575 -1.948525 0.0 0.0 0.0
C -2.303557 0.917372 3.415864 0.0 -0.1 0.1
As 0.230075 1.854292 1.152522 0.2 -0.6 0.8
H -1.405811 -3.182603 -3.579389 0.0 0.0 0.0
As 1.709096 -0.452066 -0.686238 -0.1 -0.1 -0.3
C -3.854963 -2.281340 1.264048 0.1 -0.1 0.1
H -0.538009 4.220481 -3.134097 0.0 0.0 0.0
H 2.687318 -0.897912 -2.956614 0.0 0.0 0.0
H 2.978795 1.090949 -2.158516 0.0 0.0 0.0
C -1.050026 -2.567503 -0.210225 -0.5 -1.2 0.3
H -4.365452 -1.989446 0.345751 0.1 0.1 -0.1
H 1.472737 2.152597 -4.017163 0.0 0.0 0.0
H 3.230985 -2.333809 -0.022180 0.0 0.0 0.0
H -1.791447 3.096711 2.209761 0.0 0.0 0.0
C 2.713554 2.458793 -0.545769 0.0 0.0 0.1
H -4.600168 -0.621225 2.441149 -0.1 -0.1 0.0
C -1.644211 -3.618947 2.557029 0.1 0.1 0.0
```
Forces are in eV/Å.

Results
**Total charge**: +2
**LUMO energy (spin up / spin down)**: -6.666 / -6.634 eV
**Relative energy (zero: lowest compared OMol25 entry of this formula, charge and spin)**: 0.0 kcal per mole
**M**: 730.4 u
**Expectation value of S²**: 0.755
**2S+1**: 2
**HOMO (spin up / spin down)**: -12.72 / -12.72 eV